# C9H10N3

The ion C9H10N3 with charge +1 in a non-equilibrium geometry (ωB97M-V/def2-TZVPD, the OMol25 dataset).

Values from the calculation:
Total charge   +1
LUMO level   -2.79 eV
Orbital gap   9.631 eV
ΔE to the lowest compared entry with this formula, charge and spin   78.7 kcal/mol

Each atom is followed by the atoms it is bonded to, with distances in Å.
Cartesian coordinates (Å):
1 C -2.701 -0.310 -1.368  C2 1.371, C3 1.367, H13 1.104
2 C -2.713 -1.396 -0.531  C1 1.371, C4 1.414, H14 1.069
3 C -1.533 0.352 -1.623  C1 1.367, C5 1.401, H15 1.055
4 C -1.572 -1.650 0.265  C2 1.414, C6 1.388, H16 1.084
5 C -0.332 -0.077 -1.043  C3 1.401, C6 1.379, N10 1.454
6 C -0.409 -0.928 0.039  C4 1.388, C5 1.379, N11 1.465
7 C 2.207 0.765 1.694  C8 1.500, N12 1.359, H17 1.046, H18 1.052
8 C 1.200 1.467 0.832  C7 1.500, C9 1.516, N12 1.504, H19 1.067
9 C 1.783 0.932 -0.461  C8 1.516, N10 1.403, N12 1.476, H20 1.110
10 N 0.931 0.492 -1.485  C5 1.454, C9 1.403, H21 0.966
11 N 0.864 -1.071 0.749  C6 1.465, N12 1.349, H22 1.107
12 N 1.637 0.034 0.701  C7 1.359, C8 1.504, C9 1.476, N11 1.349
13 H -3.574 -0.060 -1.998  C1 1.104
14 H -3.532 -2.069 -0.388  C2 1.069
15 H -1.520 1.094 -2.373  C3 1.055
16 H -1.335 -2.555 0.813  C4 1.084
17 H 3.241 0.916 1.739  C7 1.046
18 H 1.659 0.578 2.573  C7 1.052
19 H 0.187 1.768 0.974  C8 1.067
20 H 2.867 0.814 -0.669  C9 1.110
21 H 1.024 0.908 -2.352  N10 0.966
22 H 0.633 -1.288 1.810  N11 1.107

Atomic partial charges in e from the Löwdin method, atoms 1 to 8: number 1, C, carries -0.08; number 2, C, carries -0.05; number 3, C, carries -0.01; number 4, C, carries 0.00; number 5, C, carries -0.17; number 6, C, carries -0.18; number 7, C, carries 0.01; number 8, C, carries 0.08